{"formula": "C18H29N3O4", "method": "ωB97M-V with the def2-TZVPD basis set", "lumo_ev": 0.02, "de_lowest_kcal_mol": 64.4, "orbital_gap_ev": 7.600, "homo_ev": -7.6, "symbols": ["O", "O", "O", "O", "C", "C", "C", "C", "C", "C", "C", "C", "C", "N", "N", "C", "C", "C", "C", "C", "C", "C", "C", "C", "N", "H", "H", "H", "H", "H", "H", "H", "H", "H", "H", "H", "H", "H", "H", "H", "H", "H", "H", "H", "H", "H", "H", "H", "H", "H", "H", "H", "H", "H"], "coordinates": [[4.58, -4.51, 1.57], [-0.52, -0.43, 0.42], [4.64, 1.00, 1.06], [-0.30, 1.72, 0.01], [4.00, -3.44, 1.64], [0.18, 0.59, 0.27], [4.61, -0.19, 1.33], [-5.21, -0.59, 1.25], [-4.33, 0.48, 1.44], [-5.24, -1.26, 0.03], [-3.48, 0.88, 0.41], [-4.39, -0.86, -1.01], [-3.51, 0.22, -0.83], [5.42, -0.70, 2.27], [4.09, -2.59, 0.62], [3.22, -3.11, 2.90], [6.32, 0.09, 3.10], [1.71, 0.46, 0.29], [2.21, -0.95, 0.65], [-2.19, 2.95, -1.98], [-2.34, 1.71, -4.03], [-4.33, 2.10, -2.72], [-2.54, 0.58, -1.92], [3.73, -1.16, 0.50], [-2.88, 1.83, -2.67], [-5.85, -0.91, 2.07], [-4.27, 0.99, 2.40], [-5.91, -2.10, -0.11], [-2.75, 1.66, 0.59], [-4.40, -1.41, -1.95], [5.41, -1.70, 2.40], [4.57, -2.99, -0.17], [2.16, -3.21, 2.68], [3.42, -2.10, 3.25], [3.50, -3.82, 3.68], [5.75, 0.89, 3.59], [6.80, -0.53, 3.85], [7.09, 0.55, 2.47], [2.10, 0.72, -0.70], [2.10, 1.18, 1.01], [1.91, -1.15, 1.68], [1.71, -1.67, 0.00], [-1.11, 2.75, -1.90], [-2.56, 3.07, -0.96], [-2.33, 3.89, -2.51], [-2.52, 2.62, -4.61], [-2.80, 0.86, -4.56], [-1.26, 1.53, -4.00], [-4.55, 3.00, -3.30], [-4.87, 1.25, -3.17], [-4.73, 2.24, -1.71], [-1.55, 0.67, -1.47], [-2.48, -0.26, -2.61], [3.95, -0.88, -0.53]]}


{"formula": "C18H29N3ORuSSi", "method": "ωB97M-V with the def2-TZVPD basis set", "lumo_ev": [-3.49, -3.81], "orbital_gap_ev": [6.610, 6.651], "homo_ev": [-10.1, -10.5], "charge": 1, "s_squared": 0.961, "spin_multiplicity": 2, "symbols": ["Ru", "C", "Si", "C", "C", "C", "C", "C", "C", "N", "C", "S", "H", "H", "H", "H", "H", "H", "H", "H", "H", "H", "H", "H", "C", "N", "C", "C", "O", "H", "H", "H", "H", "H", "H", "H", "C", "C", "C", "C", "C", "C", "C", "H", "H", "H", "H", "H", "H", "H", "N", "H", "H", "H"], "coordinates": [[-1.17, -0.72, -1.20], [3.63, -1.71, 3.30], [2.62, -0.14, 2.95], [1.03, -0.11, 3.97], [3.65, 1.42, 3.33], [2.41, -0.09, 1.03], [3.54, 0.07, 0.24], [3.45, 0.12, -1.15], [2.20, 0.00, -1.73], [1.12, -0.19, -0.99], [1.21, -0.23, 0.34], [-0.32, -0.54, 1.12], [3.83, -1.78, 4.36], [4.59, -1.70, 2.79], [3.11, -2.61, 3.00], [1.28, -0.03, 5.03], [0.44, -1.02, 3.85], [0.38, 0.72, 3.73], [3.82, 1.49, 4.40], [3.16, 2.33, 3.02], [4.63, 1.39, 2.86], [4.51, 0.15, 0.70], [4.33, 0.25, -1.76], [2.06, 0.05, -2.80], [-1.35, 4.68, 0.46], [-1.17, 3.79, -0.67], [-0.79, 4.30, -1.97], [-1.30, 2.48, -0.52], [-1.12, 1.67, -1.44], [-1.29, 5.70, 0.11], [-0.57, 4.52, 1.22], [-2.32, 4.53, 0.93], [-0.84, 5.39, -1.96], [-1.46, 3.91, -2.73], [0.23, 3.99, -2.22], [-1.60, 2.16, 0.49], [-3.46, -0.05, -2.12], [-3.34, -1.41, -1.83], [-3.34, -1.89, -0.47], [-3.21, -3.24, -0.20], [-3.12, -4.17, -1.24], [-3.11, -3.73, -2.57], [-3.20, -2.39, -2.87], [-3.77, 0.64, -1.35], [-3.47, 0.29, -3.14], [-3.55, -1.19, 0.34], [-3.21, -3.59, 0.82], [-3.08, -5.22, -1.02], [-3.05, -4.46, -3.37], [-3.22, -2.05, -3.90], [-0.07, -2.71, -2.21], [-0.47, -3.51, -1.72], [0.94, -2.72, -2.05], [-0.23, -2.82, -3.20]]}


{"formula": "C18H29N3OS2", "method": "ωB97M-V with the def2-TZVPD basis set", "lumo_ev": -0.38, "de_lowest_kcal_mol": 50.5, "orbital_gap_ev": 8.605, "homo_ev": -9.0, "smiles": "CCCCN(CCCC[C@@H](C#N)[C@@H](C#N)CC=O)C(=S)SCCC", "symbols": ["C", "C", "C", "C", "N", "C", "C", "C", "C", "C", "C", "N", "C", "C", "N", "C", "C", "O", "C", "S", "S", "C", "C", "C", "H", "H", "H", "H", "H", "H", "H", "H", "H", "H", "H", "H", "H", "H", "H", "H", "H", "H", "H", "H", "H", "H", "H", "H", "H", "H", "H", "H", "H"], "coordinates": [[2.39, -1.10, 2.88], [2.31, -2.21, 1.84], [0.87, -2.45, 1.34], [0.73, -2.49, -0.20], [-0.45, -1.74, -0.70], [-0.13, -0.96, -1.90], [-1.20, 0.09, -2.24], [-0.70, 1.50, -1.97], [-0.42, 1.74, -0.49], [0.57, 2.90, -0.24], [0.55, 3.25, 1.19], [0.48, 3.49, 2.31], [2.02, 2.63, -0.71], [2.83, 3.83, -0.49], [3.44, 4.79, -0.32], [2.66, 1.40, -0.02], [3.38, 0.52, -1.01], [4.10, 0.95, -1.86], [-1.55, -2.63, -0.95], [-1.58, -3.79, -2.09], [-2.97, -2.48, 0.04], [-2.74, -1.04, 1.11], [-3.58, 0.20, 0.77], [-4.96, -0.06, 0.17], [2.08, -0.14, 2.46], [1.70, -1.32, 3.70], [3.39, -1.00, 3.30], [2.71, -3.13, 2.28], [2.97, -1.98, 0.99], [0.21, -1.70, 1.74], [0.54, -3.42, 1.73], [1.62, -2.04, -0.65], [0.70, -3.52, -0.55], [0.04, -1.63, -2.76], [0.82, -0.46, -1.72], [-1.49, 0.00, -3.29], [-2.10, -0.11, -1.65], [0.21, 1.65, -2.56], [-1.43, 2.24, -2.33], [-1.35, 2.03, 0.01], [-0.07, 0.83, 0.00], [0.20, 3.77, -0.79], [2.01, 2.47, -1.79], [1.92, 0.81, 0.52], [3.40, 1.74, 0.72], [3.20, -0.57, -0.93], [-2.98, -1.39, 2.12], [-1.68, -0.80, 1.10], [-3.02, 0.86, 0.11], [-3.72, 0.75, 1.71], [-4.92, -0.72, -0.69], [-5.39, 0.89, -0.16], [-5.65, -0.48, 0.91]]}


{"formula": "C18H29N4O3", "method": "ωB97M-V with the def2-TZVPD basis set", "lumo_ev": -2.23, "de_lowest_kcal_mol": 8.7, "orbital_gap_ev": 9.161, "homo_ev": -11.4, "charge": 1, "smiles": "CNC(=O)[C@@H](Cc1ccccc1)NC(=O)[C@@H](CCCC[NH3+])NC(C)=O", "symbols": ["C", "N", "C", "O", "C", "C", "C", "C", "C", "C", "C", "C", "N", "C", "O", "C", "C", "C", "C", "C", "N", "N", "C", "C", "O", "H", "H", "H", "H", "H", "H", "H", "H", "H", "H", "H", "H", "H", "H", "H", "H", "H", "H", "H", "H", "H", "H", "H", "H", "H", "H", "H", "H", "H"], "coordinates": [[0.15, 0.55, -3.78], [-0.09, 0.84, -2.35], [-0.21, -0.05, -1.36], [-0.21, -1.25, -1.63], [-0.32, 0.49, 0.14], [-1.69, 1.14, 0.47], [-2.38, 1.95, -0.63], [-2.20, 3.33, -0.74], [-2.93, 4.04, -1.75], [-3.79, 3.37, -2.68], [-3.92, 1.99, -2.53], [-3.24, 1.27, -1.50], [0.08, -0.48, 1.18], [-0.48, -1.70, 1.42], [-1.40, -2.15, 0.74], [0.08, -2.61, 2.53], [0.22, -4.07, 2.02], [1.10, -4.23, 0.75], [0.55, -5.35, -0.14], [-0.05, -4.84, -1.46], [-1.26, -4.01, -1.26], [1.25, -2.17, 3.30], [2.45, -1.88, 2.78], [3.68, -1.80, 3.68], [2.61, -1.77, 1.59], [1.08, -0.04, -3.89], [-0.71, 0.06, -4.24], [0.34, 1.50, -4.34], [-0.17, 1.83, -2.11], [0.46, 1.30, 0.18], [-2.44, 0.44, 0.81], [-1.48, 1.86, 1.31], [-1.63, 3.91, -0.04], [-2.84, 5.10, -1.79], [-4.37, 3.91, -3.41], [-4.62, 1.46, -3.18], [-3.36, 0.21, -1.41], [0.86, -0.29, 1.84], [-0.73, -2.59, 3.24], [-0.77, -4.47, 1.81], [0.60, -4.68, 2.86], [2.14, -4.41, 1.03], [1.10, -3.34, 0.07], [1.35, -6.06, -0.36], [-0.21, -5.90, 0.33], [0.71, -4.23, -1.97], [-0.23, -5.70, -2.12], [-1.98, -4.58, -0.82], [-1.60, -3.60, -2.13], [-1.07, -3.24, -0.64], [1.22, -2.26, 4.31], [4.51, -2.25, 3.13], [3.86, -0.74, 3.90], [3.52, -2.34, 4.59]]}


{"formula": "C18H29NO2", "method": "ωB97M-V with the def2-TZVPD basis set", "lumo_ev": 0.81, "de_lowest_kcal_mol": 369.1, "orbital_gap_ev": 8.879, "homo_ev": -8.1, "symbols": ["C", "C", "C", "C", "C", "C", "C", "C", "H", "C", "H", "H", "H", "C", "H", "H", "H", "H", "H", "O", "C", "C", "O", "C", "C", "N", "C", "C", "H", "H", "C", "H", "H", "C", "H", "H", "H", "H", "H", "H", "H", "H", "H", "H", "H", "H", "H", "H", "H", "H"], "coordinates": [[-4.48, -2.49, 0.04], [-3.96, -1.06, -0.04], [-2.60, -0.67, -0.03], [-2.24, 0.52, -0.02], [-3.20, 1.41, -0.18], [-4.63, 1.21, -0.01], [-5.14, -0.14, 0.10], [-6.56, -0.23, -0.23], [-6.78, -1.31, -0.20], [-7.11, 0.27, -1.40], [-7.10, 1.60, -1.40], [-6.76, -0.01, -2.36], [-8.19, -0.10, -1.55], [-7.20, 0.42, 1.17], [-7.12, 1.40, 1.03], [-6.85, -0.10, 2.16], [-8.24, -0.06, 1.18], [-5.31, 2.07, 0.00], [-2.77, 2.71, -0.09], [-1.01, 0.97, 0.16], [-0.05, -0.08, 0.00], [1.24, 0.71, 0.29], [2.35, -0.26, 0.26], [3.60, 0.20, 0.42], [4.64, -0.86, 0.11], [6.11, -0.71, 0.12], [6.44, -0.62, -1.25], [7.67, 0.67, -1.17], [7.25, 1.49, -1.30], [8.48, 0.18, -1.72], [8.02, 0.57, 0.29], [8.62, -0.43, 0.40], [8.55, 1.40, 0.70], [6.63, 0.12, 0.98], [6.70, -0.23, 2.02], [6.15, 1.40, 1.09], [6.73, -1.38, -1.90], [5.62, 0.03, -1.57], [4.53, -1.42, 1.37], [4.22, -1.65, -0.28], [3.84, 0.75, 1.27], [3.72, 0.81, -0.43], [1.31, 1.23, 1.04], [1.44, 1.09, -0.74], [-0.22, -0.64, 0.92], [0.11, -0.79, -0.81], [-1.97, -1.69, 0.07], [-4.97, -2.87, -0.90], [-5.13, -2.63, 0.72], [-3.79, -3.07, 0.04]]}


{"formula": "C18H29NO5", "method": "ωB97M-V with the def2-TZVPD basis set", "lumo_ev": 0.68, "de_lowest_kcal_mol": 495.1, "orbital_gap_ev": 8.488, "homo_ev": -7.8, "symbols": ["C", "H", "O", "C", "C", "C", "C", "C", "C", "H", "H", "C", "N", "C", "H", "H", "C", "H", "O", "C", "H", "C", "O", "C", "C", "O", "C", "C", "O", "C", "C", "H", "H", "H", "H", "H", "H", "H", "H", "H", "H", "H", "H", "H", "H", "H", "H", "H", "H", "H", "H", "H", "H"], "coordinates": [[6.69, 0.72, -2.58], [6.19, 0.86, -3.65], [5.92, -0.45, -1.99], [4.67, -0.28, -1.85], [3.84, 0.91, -2.39], [2.62, 0.77, -1.97], [2.11, -0.27, -1.24], [2.78, -1.49, -1.10], [4.17, -1.45, -1.32], [4.76, -2.18, -0.92], [2.42, -2.53, -0.50], [0.56, -0.55, -1.16], [0.07, 0.45, 0.07], [0.24, 1.63, 0.15], [0.00, 2.03, -1.05], [1.37, 2.10, 0.46], [-0.78, 2.59, 1.04], [-0.39, 3.52, 1.22], [-2.14, 2.32, 0.31], [-3.00, 3.00, 1.14], [-2.67, 3.93, 1.46], [-3.63, 2.03, 2.15], [-4.86, 1.34, 1.52], [-4.43, 0.41, 0.66], [-4.45, -1.11, 0.96], [-4.01, -1.92, 0.28], [-2.54, -1.75, 0.01], [-1.85, -2.99, 1.04], [-0.35, -2.41, 1.34], [-0.30, -1.24, 2.13], [0.66, -0.42, 1.35], [0.89, 0.50, 1.98], [1.60, -0.87, 1.21], [-1.23, -0.65, 2.18], [0.15, -1.52, 3.02], [-1.79, -4.06, 0.75], [-2.45, -2.84, 1.84], [-2.01, -0.94, 0.30], [-2.39, -2.38, -0.97], [-5.18, -1.40, 1.63], [-3.68, -0.75, 2.19], [-5.17, 0.33, 0.00], [-3.54, 0.77, -0.04], [-3.01, 1.55, 2.47], [-4.15, 2.65, 2.74], [-3.94, 3.45, 0.32], [-0.90, 2.05, 2.03], [0.08, -1.33, -0.82], [-0.15, -0.11, -1.94], [2.06, 1.43, -2.31], [4.27, 1.55, -2.77], [7.73, 0.41, -2.75], [6.38, 1.59, -2.14]]}


Number 1: molar mass 351.45 u. Number 2: molar mass 464.67 u. Number 3: molar mass 367.58 u. Number 4: molar mass 349.45 u. Number 5: molar mass 291.43 u. Number 6: molar mass 339.43 u.